Entry 1:
Entry from the OMol25 dataset: C27H27BrIrN7O2SSe2 as an isolated structure in a non-equilibrium geometry (wB97M-V/def2-TZVPD).

Last column: Löwdin spin population.
Positions of all 68 atoms, in Å:
Ir: 1.483 0.089 -0.307  0.53
O: -2.987 1.423 -2.899  0.00
C: -2.283 0.758 -3.874  0.00
C: -2.814 0.443 -5.113  0.00
C: -2.036 -0.249 -6.028  0.00
C: -0.737 -0.627 -5.711  0.00
C: -0.212 -0.306 -4.470  0.00
C: -0.982 0.387 -3.541  0.00
C: -0.471 0.800 -2.186  0.03
O: 0.896 0.491 -2.037  0.29
N: -1.180 0.121 -1.133  0.02
N: -0.572 0.144 0.128  0.00
C: -1.400 -0.028 1.111  0.00
C: -1.287 -0.288 2.521  0.00
Br: 0.388 -0.372 3.385  0.00
C: -2.460 -0.435 3.194  0.00
C: -2.816 -0.710 4.565  0.00
C: -4.123 -0.346 4.933  0.00
C: -4.576 -0.539 6.223  0.00
C: -3.744 -1.141 7.157  0.00
C: -2.463 -1.549 6.799  0.00
C: -1.993 -1.332 5.519  0.00
H: -3.840 1.718 -3.244  0.00
H: -3.826 0.737 -5.365  0.00
H: -2.448 -0.490 -6.997  0.00
H: -0.134 -1.156 -6.435  0.00
H: 0.813 -0.563 -4.236  0.00
H: -0.544 1.895 -2.096  0.02
H: -2.178 0.300 -1.129  0.00
H: -2.444 -0.015 0.802  0.00
H: -3.331 -0.275 2.562  0.00
H: -4.779 0.101 4.196  0.00
H: -5.577 -0.239 6.498  0.00
H: -4.099 -1.309 8.164  0.00
H: -1.834 -2.046 7.525  0.00
H: -1.008 -1.683 5.258  0.00
N: -0.041 3.274 -0.502  0.01
N: 0.582 3.904 0.583  0.00
C: 1.551 3.364 1.318  0.01
N: 2.049 4.106 2.296  0.01
S: 2.324 1.823 1.137  0.04
H: 0.005 3.902 -1.298  0.00
H: -1.017 3.119 -0.270  0.00
H: 0.243 4.820 0.855  0.00
H: 1.746 5.055 2.466  0.00
H: 2.777 3.745 2.892  0.00
Se: 2.766 -1.513 1.528  0.00
Se: 4.520 -2.070 0.093  0.00
C: 4.518 -0.481 -0.967  0.00
C: 5.731 -0.185 -1.569  0.00
C: 5.834 0.915 -2.398  0.00
C: 4.716 1.719 -2.571  0.00
C: 3.552 1.382 -1.924  0.00
N: 3.426 0.281 -1.143  0.00
C: 1.517 -2.602 0.530  0.00
C: 1.179 -3.905 0.795  0.00
C: 0.381 -4.560 -0.142  0.00
C: -0.021 -3.886 -1.285  0.00
C: 0.338 -2.560 -1.467  0.00
N: 1.100 -1.940 -0.557  0.03
H: 6.589 -0.814 -1.372  0.00
H: 6.774 1.153 -2.877  0.00
H: 4.744 2.603 -3.190  0.00
H: 2.672 1.997 -2.028  0.00
H: 1.540 -4.396 1.688  0.00
H: 0.092 -5.591 0.018  0.00
H: -0.619 -4.374 -2.042  0.00
H: 0.028 -1.997 -2.334  0.00

As for the orbital gap (spin up / spin down): 6.02 / 4.51 eV. As for the energy above the lowest of the compared OMol25 structures with the same formula, charge and spin: 0.0 kcal/mol. Its multiplicity is 2. As for the total charge: +3.

***

Entry 2:
Entry from the OMol25 dataset: C13H17AsNO7PReS6 as an isolated structure in a non-equilibrium geometry (wB97M-V/def2-TZVPD).

Last column: Löwdin charge in e.
Positions of all 47 atoms, in Å:
Re: -0.388 -0.838 1.924  1.10
O: 4.182 -3.555 4.973  0.14
C: 3.186 -2.937 4.365  -0.25
C: 2.134 -2.297 5.047  0.12
C: 1.164 -1.661 4.297  -0.14
N: 1.195 -1.656 2.971  -0.07
C: 2.133 -2.320 2.303  -0.14
C: 3.161 -2.963 2.954  0.13
C: 1.819 -2.344 0.807  -0.51
O: 2.530 -2.849 -0.013  0.18
O: 0.657 -1.783 0.574  -0.22
C: -0.112 -0.976 4.810  -0.51
O: -0.373 -0.872 5.973  0.18
O: -0.847 -0.567 3.808  -0.22
H: 4.125 -3.529 5.939  0.15
H: 2.053 -2.300 6.123  0.15
H: 3.924 -3.484 2.399  0.15
S: -2.937 4.533 1.579  0.02
As: -2.222 2.679 2.001  0.34
S: 0.854 1.115 1.823  0.21
S: -2.402 -0.631 0.892  0.20
S: -0.035 2.670 1.018  0.01
C: -0.586 -1.618 -3.825  -0.07
C: -0.096 -1.327 -2.425  -0.42
C: 1.210 -0.556 -2.409  -0.03
O: -1.101 -0.608 -1.641  -0.40
P: -2.076 0.483 -2.204  0.08
S: -3.536 -0.056 -3.393  0.37
S: -2.866 1.049 -0.144  0.11
O: -1.102 1.637 -2.637  -0.27
C: -1.355 3.013 -3.010  -0.41
C: -2.824 3.363 -2.922  -0.07
C: -0.514 3.879 -2.087  -0.06
H: 0.185 -2.160 -4.366  0.10
H: -0.790 -0.685 -4.351  0.07
H: -1.492 -2.220 -3.804  0.07
H: 0.016 -2.254 -1.855  0.14
H: 1.163 0.319 -3.055  0.08
H: 1.999 -1.216 -2.760  0.10
H: 1.439 -0.242 -1.393  0.07
H: -0.993 3.106 -4.039  0.15
H: -3.195 3.124 -1.923  0.05
H: -3.407 2.828 -3.668  0.06
H: -2.948 4.429 -3.088  0.10
H: -0.923 3.848 -1.079  0.00
H: -0.521 4.909 -2.427  0.10
H: 0.511 3.521 -2.065  0.08

As for the orbital gap (spin up / spin down): 5.44 / 5.46 eV. As for the total charge: +1.

***

Entry 3:
Entry from the OMol25 dataset: C27H41NNiP2 as an isolated structure in a non-equilibrium geometry (wB97M-V/def2-TZVPD).

Last column: Löwdin spin population.
Positions of all 72 atoms, in Å:
P: 0.319 -2.176 0.009  0.13
P: 0.100 0.982 -0.076  0.03
C: 0.020 -1.340 -1.597  0.03
C: 0.497 0.107 -1.638  0.00
H: -1.048 -1.424 -1.839  0.00
H: 0.543 -1.919 -2.357  0.01
H: 1.583 0.167 -1.827  0.00
H: -0.022 0.633 -2.440  0.00
C: -1.566 1.660 -0.233  0.00
H: -1.729 2.322 0.630  0.00
H: -2.303 0.847 -0.187  0.00
H: -1.669 2.223 -1.171  0.00
C: 1.210 2.378 0.093  0.02
H: 1.232 2.980 -0.828  0.01
H: 2.218 2.014 0.336  0.00
H: 0.862 2.986 0.939  0.00
C: -0.829 -3.570 -0.052  0.03
H: -0.636 -4.226 0.806  0.00
H: -0.705 -4.128 -0.992  0.01
H: -1.856 -3.184 0.016  0.00
C: 2.027 -2.791 -0.124  0.00
H: 2.733 -1.951 -0.072  0.00
H: 2.168 -3.334 -1.068  0.00
H: 2.224 -3.461 0.721  0.00
Ni: 0.090 -0.550 1.352  1.31
C: 0.718 0.953 -4.690  0.00
C: -0.615 1.000 -4.517  0.00
C: -1.602 0.315 -5.408  0.00
C: -1.194 -1.122 -5.858  0.00
C: -0.530 -1.955 -4.795  0.00
C: 0.806 -2.022 -4.612  0.00
C: 1.810 -1.271 -5.425  0.00
C: 1.409 0.194 -5.787  0.00
C: 0.437 -2.136 2.442  0.19
H: 1.401 1.552 -4.069  0.00
H: -1.076 1.629 -3.746  0.00
H: -1.806 0.899 -6.323  0.00
H: -2.554 0.254 -4.860  0.00
H: -2.120 -1.638 -6.150  0.00
H: -0.587 -1.057 -6.772  0.00
H: -1.216 -2.600 -4.235  0.00
H: 1.248 -2.724 -3.904  0.00
H: 2.044 -1.793 -6.370  0.00
H: 2.747 -1.247 -4.845  0.00
H: 2.341 0.727 -6.020  0.00
H: 0.824 0.187 -6.717  0.00
H: 1.185 -1.584 3.043  0.02
H: 0.843 -3.135 2.247  0.01
H: -0.476 -2.242 3.040  0.01
C: 0.396 4.624 3.657  0.00
C: -0.858 4.121 3.306  0.00
C: -1.035 2.757 3.119  0.00
C: 0.063 1.881 3.261  0.01
C: 1.319 2.391 3.654  0.00
C: 1.479 3.758 3.845  0.00
N: -0.145 0.513 3.125  0.12
C: -0.577 0.012 4.359  0.01
C: 0.299 0.015 5.468  0.01
C: -0.162 -0.373 6.723  0.00
C: -1.490 -0.776 6.891  0.01
C: -2.350 -0.812 5.790  0.00
C: -1.898 -0.448 4.528  0.01
H: 0.531 5.699 3.791  0.00
H: -1.717 4.787 3.189  0.00
H: -2.008 2.310 2.900  0.00
H: 2.132 1.681 3.818  0.00
H: 2.443 4.150 4.164  0.00
H: 1.329 0.321 5.321  0.00
H: 0.524 -0.356 7.573  0.00
H: -1.856 -1.063 7.883  0.00
H: -3.388 -1.127 5.915  0.00
H: -2.535 -0.492 3.645  0.00

As for the orbital gap (spin up / spin down): 5.05 / 7.06 eV. As for the energy above the lowest of the compared OMol25 structures with the same formula, charge and spin: 10.4 kcal/mol. Its multiplicity is 3.